C5H9NO as an isolated structure, computed with ωB97M-V/def2-TZVPD.

XYZ file:
```
16
Properties=species:S:1:pos:R:3:nbo_charge:R:1
C 1.83156 0.14243 0.70041 -0.6426
C 0.74633 -0.09988 -0.33119 -0.0975
N -0.13570 -1.32606 -0.22711 -0.3196
C -1.04241 -0.19551 1.02170 -0.3997
C -0.64808 0.54271 -0.26331 0.1781
O -1.01853 1.85919 -0.50292 -0.6964
C -1.09562 -0.61946 -1.14588 -0.2401
H 2.60247 -0.63082 0.61580 0.2218
H 2.31016 1.10915 0.49640 0.2212
H 1.44948 0.15603 1.72480 0.2288
H 1.16951 -0.10007 -1.34207 0.1960
H -0.39719 -1.14107 1.17926 0.3273
H -2.11431 -0.42634 1.02666 0.1745
H -0.80829 2.37462 0.28790 0.4756
H -0.71941 -0.67819 -2.17432 0.1766
H -2.12999 -0.96672 -1.06614 0.1960
```

Kohn-Sham gap (alpha / beta) = 9.1 / 9.1 eV
Electronic energy = -8862.7389 eV
Lowest unoccupied orbital energy (alpha / beta) = 0.017 / 0.017 Eh
Energy above the lowest of the compared OMol25 structures with the same formula, charge and spin = 149.3 kcal/mol
2S+1 = 1



A single C5H9NO molecule, computed with ωB97M-V/def2-TZVPD.

XYZ file:
```
16
Properties=species:S:1:pos:R:3:nbo_charge:R:1
C -1.04121 0.56658 -1.07213 -0.6367
C -0.53269 -0.41804 -0.01638 0.2191
O -1.51971 -1.35817 0.34586 -0.7038
C 0.89704 -1.03184 -0.15550 -0.2545
N 1.40096 -0.32652 1.08371 -0.3694
C 1.17353 1.09456 0.75075 -0.2811
C 0.04293 0.27412 1.19901 -0.1078
H -0.43962 1.48039 -1.08889 0.2139
H -2.06142 0.86043 -0.80736 0.2240
H -1.01961 0.14505 -2.08189 0.2064
H -1.59097 -2.00865 -0.36163 0.4670
H 1.46192 -0.79351 -1.06554 0.1856
H 0.88096 -2.12091 -0.01911 0.2126
H 1.30231 1.33238 -0.30180 0.1896
H 1.46183 1.90353 1.41475 0.2164
H -0.41627 0.40058 2.17614 0.2187
```

Kohn-Sham gap = 10.0 eV
SMILES = C[C@@]1(O)CN2C[C@H]21
Electronic energy = -8866.1467 eV
Lowest unoccupied orbital energy = 0.032 Eh
Energy above the lowest of the compared OMol25 structures with the same formula, charge and spin = 70.7 kcal/mol
2S+1 = 1



A single C5H9NO molecule, computed with ωB97M-V/def2-TZVPD.

XYZ file:
```
16
Properties=species:S:1:pos:R:3:nbo_charge:R:1
C -1.23711 1.26440 1.05438 -0.7177
C -1.28683 -0.23651 0.86146 0.5404
O -2.09681 -0.93214 1.44132 -0.5597
C -0.50802 -0.93657 -0.27802 -0.1358
C 0.76353 -1.22836 0.44841 -0.1509
N 0.77265 -0.52586 -0.74934 -0.4454
C 1.54774 0.32902 -1.61759 -0.3882
H -1.65309 1.52175 2.03014 0.2378
H -0.26857 1.75863 0.91924 0.2280
H -1.92586 1.63233 0.28294 0.2400
H -1.13233 -1.56957 -0.89795 0.2146
H 1.41477 -2.08516 0.65076 0.2156
H 0.34457 -0.60773 1.48945 0.1270
H 1.85299 1.28139 -1.16756 0.1800
H 0.95661 0.53635 -2.51706 0.2117
H 2.45578 -0.20197 -1.95059 0.2026
```

Kohn-Sham gap = 9.2 eV
SMILES = CC(=O)[C@@H]1CN1C
Electronic energy = -8864.7987 eV
Lowest unoccupied orbital energy = 0.031 Eh
Energy above the lowest of the compared OMol25 structures with the same formula, charge and spin = 101.8 kcal/mol
2S+1 = 1



- Number 3 is which compound?
  C5H9NO